# 1
# C10H9NO2

A cluster of 2 separate species, C10H9NO2 in total (ωB97M-V/def2-TZVPD, the OMol25 dataset).

Calculated values
SMILES: O=C1C=CC(=O)C=C1.C=C(C)C#N
Orbital gap, eV: 8.779
Net charge: 0

Geometry as XYZ:
```
22
Properties=species:S:1:pos:R:3:forces:R:3
C 1.208 -0.226 0.889 -0.578 -0.049 0.190
C -3.127 0.391 0.827 0.016 0.383 0.148
C -2.313 1.418 0.572 -0.423 0.046 0.309
C -2.147 -0.856 -1.104 0.250 0.019 -0.313
C -1.345 0.177 -1.368 -0.059 -0.381 -0.238
C -3.120 -0.835 0.008 0.013 0.038 -0.045
C -1.373 1.416 -0.564 -0.075 -0.040 -0.065
C 3.503 0.592 0.513 0.088 -0.005 0.003
C 2.688 -1.642 -0.306 -0.093 0.078 0.069
C 2.485 -0.492 0.333 0.755 -0.306 -0.442
N 0.167 0.009 1.308 -0.033 -0.017 0.326
O -3.866 -1.768 0.225 0.140 0.146 -0.016
O -0.679 2.374 -0.836 -0.054 -0.092 0.033
H -3.819 0.400 1.656 -0.046 0.022 0.073
H -2.303 2.311 1.183 -0.028 0.005 0.027
H -2.127 -1.761 -1.696 -0.004 -0.042 -0.044
H 3.096 1.547 0.184 0.041 0.061 -0.031
H 4.404 0.364 -0.051 0.023 0.024 -0.001
H 3.760 0.688 1.568 0.028 0.048 0.025
H 3.637 -1.879 -0.764 0.131 0.093 0.013
H 1.910 -2.385 -0.390 -0.119 -0.035 0.012
H -0.639 0.158 -2.188 0.027 0.004 -0.034
```
Positions in Å, forces in eV/Å.

***

# 2
# C5H9I2N2S

The ion C5H9I2N2S with charge +1 at a distorted geometry (ωB97M-V/def2-TZVPD, the OMol25 dataset).

Calculated values
SMILES: CC1=C(I)S[C@@](N)(I)[N@@H+]1C
Orbital gap, eV: 8.196
Net charge: +1

Geometry as XYZ:
```
19
Properties=species:S:1:pos:R:3:forces:R:3
C 0.701 -0.531 -0.655 -1.317 -0.541 -0.723
C 1.717 -0.507 0.177 0.456 1.090 0.520
C 0.014 1.324 0.693 -0.655 2.661 2.654
C 0.589 -1.406 -1.854 2.683 1.079 -1.301
C -1.361 -0.707 0.561 -1.641 1.174 4.350
N -1.208 1.840 1.679 2.890 -0.353 -2.849
N -0.504 0.252 -0.120 0.206 -0.916 -2.010
S 1.446 0.539 1.564 -0.555 0.668 -0.015
I 3.611 -1.179 -0.305 -0.201 -0.154 0.287
I 0.901 2.970 -0.739 -1.095 -1.345 1.160
H -0.324 -1.720 -2.260 -1.700 -0.074 -0.084
H 1.226 -2.283 -1.779 -0.207 -0.276 0.698
H 1.158 -0.911 -2.686 -0.776 0.040 0.361
H -1.041 -0.693 1.673 -0.865 -0.234 -1.797
H -2.453 -0.411 0.458 1.512 -0.584 0.227
H -1.088 -1.622 0.183 -0.133 -2.305 -0.906
H -1.241 2.868 1.586 0.099 -0.698 0.069
H -0.943 1.617 2.631 0.149 0.031 0.080
H -1.200 0.561 -0.807 1.152 0.738 -0.721
```
Positions in Å, forces in eV/Å.

***

# 3
# C9H14

A cluster of 2 separate species, C9H14 in total at a distorted geometry (ωB97M-V/def2-TZVPD, the OMol25 dataset).

Calculated values
SMILES: Cc1ccccc1.CC
Orbital gap, eV: 10.221
Net charge: 0

Geometry as XYZ:
```
23
Properties=species:S:1:pos:R:3:forces:R:3
C -1.187 -0.579 -2.668 -0.182 -1.254 0.917
C 1.306 1.677 -1.005 -0.970 -0.778 -0.742
C 0.246 1.202 -1.786 1.917 0.350 0.954
C 1.990 0.754 -0.196 0.103 1.160 0.103
C -0.064 -0.141 -1.734 -2.292 -0.646 -1.809
C 1.610 -0.565 -0.143 -0.233 -0.703 -0.265
C 0.538 -1.059 -0.912 1.734 0.937 0.814
H 1.481 2.724 -1.207 0.810 0.070 0.789
H -0.173 1.904 -2.494 -0.491 -0.294 -0.022
H 2.823 1.043 0.432 0.029 0.243 -0.135
H 2.215 -1.222 0.473 -0.222 -0.109 0.002
H -0.972 -0.451 -3.723 -0.074 0.583 -0.101
H -2.126 -0.133 -2.329 0.063 0.310 -0.527
H 0.316 -2.115 -0.890 -0.314 0.029 -0.150
H -1.370 -1.657 -2.568 0.165 0.103 0.083
C -1.521 0.028 2.233 1.496 0.820 0.608
C -0.186 -0.442 2.868 0.188 0.553 0.307
H -1.443 1.095 1.998 -0.010 -0.119 -0.108
H -1.782 -0.465 1.304 -0.327 -0.431 0.272
H -2.204 -0.035 3.071 -0.855 -0.232 -0.472
H -0.387 -1.193 3.632 0.171 -0.433 -0.338
H 0.271 0.368 3.451 -0.246 0.133 -0.112
H 0.620 -0.736 2.193 -0.459 -0.291 -0.067
```
Positions in Å, forces in eV/Å.

***

# 4
# C6H12O

An isolated molecule of C6H12O at a distorted geometry (ωB97M-V/def2-TZVPD, the OMol25 dataset).

Calculated values
Orbital gap, eV: 9.161
Net charge: 0

Geometry as XYZ:
```
19
Properties=species:S:1:pos:R:3:forces:R:3
C 2.125 -0.094 -0.956 0.069 -0.008 -0.091
C 1.097 0.178 0.134 -0.390 0.350 0.129
C -0.391 -0.006 -0.257 -0.198 -0.200 -0.618
C -0.547 -1.402 -0.936 -0.046 0.035 -0.143
C -1.430 0.008 0.861 -0.132 -0.063 -0.342
C -1.571 1.455 0.851 -1.626 0.539 1.674
O -1.318 1.877 2.069 0.235 0.402 0.163
H 1.867 0.393 -1.885 -0.088 0.294 -0.320
H 2.220 -1.147 -1.180 -0.012 -0.322 0.013
H 3.122 0.244 -0.659 -0.161 0.083 0.062
H 1.235 1.203 0.450 0.041 0.447 0.289
H 1.389 -0.436 0.985 -0.320 -0.180 0.266
H 0.230 -1.689 -1.643 -0.049 0.392 -0.193
H -0.469 -2.165 -0.142 -0.002 0.274 0.004
H -1.512 -1.593 -1.410 -0.013 0.343 -0.017
H -1.276 -0.429 1.835 0.360 -0.318 0.246
H -2.353 -0.370 0.413 -0.023 -0.197 0.008
H -0.945 1.156 -0.583 2.163 -2.656 -1.382
H -1.472 2.818 2.053 0.195 0.784 0.252
```
Positions in Å, forces in eV/Å.

***

# 5
# C10H14Cl3Ge2O5ScSe

A structure of composition C10H14Cl3Ge2O5ScSe (ωB97M-V/def2-TZVPD, the OMol25 dataset).

Calculated values
Spin multiplicity: 2
Orbital gap (alpha / beta), eV: 8.109 / 6.065
Net charge: +1
⟨S²⟩: 0.76

Geometry as XYZ:
```
36
Properties=species:S:1:pos:R:3:forces:R:3
Sc -1.860 -0.172 -1.992 -0.095 -0.029 0.161
O -4.821 3.566 1.980 0.033 -0.041 -0.010
C -4.250 2.850 1.224 -0.096 0.121 0.085
C -2.909 3.159 0.512 0.082 0.013 -0.107
O -2.227 4.133 0.618 -0.034 0.001 0.051
C -2.639 1.963 -0.352 0.003 -0.053 -0.005
C -3.667 0.981 -0.200 0.048 0.005 -0.010
O -3.580 -0.110 -0.844 -0.003 -0.042 -0.023
C -4.719 1.448 0.762 -0.005 -0.121 -0.090
O -5.703 0.856 1.089 0.006 0.047 0.046
O -1.668 1.729 -1.131 0.070 0.061 -0.014
C 4.415 -0.072 -0.013 -0.040 -0.005 0.003
Ge 2.744 -0.291 0.964 0.034 0.029 0.037
C 2.264 1.280 2.015 0.010 -0.038 -0.009
C 2.735 -1.906 2.058 -0.037 0.002 -0.031
C 1.317 -0.433 -0.432 -0.007 0.046 -0.054
Se -0.449 -0.864 0.288 -0.017 -0.060 0.000
C -0.352 -2.807 0.291 0.033 0.016 0.031
H 5.241 0.059 0.686 -0.006 -0.001 0.012
H 4.378 0.804 -0.660 -0.007 0.004 0.003
H 4.626 -0.949 -0.626 -0.004 -0.003 0.005
H 3.012 1.464 2.786 0.009 -0.013 -0.004
H 1.304 1.135 2.512 -0.004 0.001 -0.008
H 2.204 2.168 1.386 0.000 -0.005 -0.007
H 3.574 -1.879 2.753 0.007 0.015 -0.008
H 2.837 -2.804 1.448 0.011 -0.002 0.000
H 1.823 -1.978 2.652 -0.010 0.001 -0.009
H 1.529 -1.153 -1.223 0.026 -0.006 0.025
H 1.213 0.557 -0.886 0.006 -0.004 -0.009
H 0.303 -3.114 1.100 0.005 0.013 0.012
H 0.027 -3.158 -0.664 -0.003 0.014 -0.015
H -1.357 -3.184 0.463 0.002 0.006 0.004
Cl -0.901 -2.102 -3.117 -0.009 -0.044 0.029
Ge -1.736 -1.376 -5.425 0.109 -0.021 -0.117
Cl -2.785 0.501 -4.120 -0.028 0.113 -0.027
Cl 0.078 -0.299 -5.904 -0.087 -0.021 0.057
```
Positions in Å, forces in eV/Å.

***

# 6
# C5H11NO2P

A cluster of 2 separate species, C5H11NO2P in total at a distorted geometry (ωB97M-V/def2-TZVPD, the OMol25 dataset).

Calculated values
Orbital gap (alpha / beta), eV: 7.089 / 5.324
Net charge: -1

Geometry as XYZ:
```
20
Properties=species:S:1:pos:R:3:forces:R:3
C -0.377 -0.416 -0.050 3.708 -0.870 -1.004
C -2.638 -0.207 1.155 0.266 2.384 -0.830
C -2.384 0.484 -1.194 3.569 -1.349 -0.457
C 2.801 0.845 0.683 -1.096 -0.872 -0.882
C -1.839 -0.546 -0.085 -2.095 -0.251 -0.907
N 0.552 -1.056 -0.623 -2.919 1.272 0.784
O 4.117 -0.021 -1.595 0.507 2.186 -4.091
O 4.644 -1.280 0.438 -0.235 -0.657 1.299
P 3.626 -0.521 -0.342 -0.561 -1.106 3.400
H -2.227 -0.635 2.008 1.072 -0.127 1.903
H -3.579 -0.664 1.098 -1.623 -0.635 -0.476
H -2.849 0.917 1.185 0.651 -1.438 0.582
H -3.385 0.779 -1.123 -1.947 -0.734 -0.084
H -1.931 1.506 -1.000 0.424 -1.356 -0.513
H -2.031 -0.047 -2.152 -0.912 1.688 0.897
H 2.033 1.261 -0.029 0.855 0.048 1.007
H 2.348 0.565 1.647 -0.003 -0.339 -0.579
H 3.606 1.483 0.918 0.911 1.308 0.002
H -2.111 -1.645 -0.277 0.363 1.310 -0.509
H 1.623 -0.804 -0.662 -0.936 -0.460 0.458
```
Positions in Å, forces in eV/Å.

***

# 7
# C6H13NP

The ion C6H13NP with charge +1 at a distorted geometry (ωB97M-V/def2-TZVPD, the OMol25 dataset).

Calculated values
SMILES: CC1=[N+](CP)C1(C)C
Orbital gap, eV: 9.536
Net charge: +1

Geometry as XYZ:
```
21
Properties=species:S:1:pos:R:3:forces:R:3
C 0.659 -1.609 0.634 0.601 -0.017 4.580
C -0.550 0.519 -0.615 0.858 0.231 2.312
C -0.647 0.557 0.957 -1.124 0.102 -2.284
C 0.676 1.268 -1.137 -1.435 0.431 0.418
C -1.730 0.073 -1.433 0.298 -0.724 0.092
C -1.210 1.197 2.148 -0.594 -0.858 0.975
N -0.113 -0.472 0.478 -0.615 2.407 -2.278
P 2.530 -1.246 1.112 -0.143 0.464 -0.468
H 0.033 -2.084 1.427 1.485 -0.457 0.177
H 0.669 -2.286 -0.108 -0.413 -1.689 -3.259
H 1.123 1.763 -0.251 -0.107 0.238 -0.827
H 0.343 1.965 -1.938 0.707 -0.380 0.593
H 1.391 0.534 -1.455 0.388 -0.132 -0.765
H -2.185 0.697 -2.179 0.317 1.002 -0.029
H -2.503 -0.257 -0.792 -1.038 0.007 0.964
H -1.536 -0.839 -1.962 0.763 -0.579 -0.530
H -2.155 1.718 1.912 0.529 -0.204 -0.248
H -0.515 1.961 2.544 -0.231 -0.561 0.128
H -1.492 0.363 2.872 0.743 1.293 -0.468
H 2.663 -0.053 0.294 -0.292 -0.556 0.555
H 3.231 -1.975 0.083 -0.697 -0.017 0.360
```
Positions in Å, forces in eV/Å.

***

# 8
# C32H24F9IrN2O9P2S2

A structure of composition C32H24F9IrN2O9P2S2 (ωB97M-V/def2-TZVPD, the OMol25 dataset).

Calculated values
Spin multiplicity: 2
Orbital gap (alpha / beta), eV: 6.259 / 7.598
Net charge: -1
⟨S²⟩: 0.75

Geometry as XYZ:
```
81
Properties=species:S:1:pos:R:3:forces:R:3
Ir 0.402 -0.879 -1.314 0.290 -0.170 -0.637
C -2.196 -5.993 -1.186 0.000 -0.027 0.004
C -1.167 -5.310 -2.061 -0.005 -0.001 -0.062
O -0.040 -4.812 -1.312 0.024 0.064 -0.002
P -0.185 -3.570 -0.315 0.014 0.200 0.138
S -1.539 -2.220 -0.884 0.052 -0.238 0.080
S 1.586 -2.640 -0.161 -0.216 -0.171 0.063
O -0.649 -4.248 1.063 0.033 -0.026 -0.060
C 0.201 -5.256 1.651 0.027 -0.033 -0.013
C 0.807 -4.741 2.936 -0.019 0.018 -0.004
H -2.969 -6.431 -1.820 -0.010 0.007 0.004
H -2.672 -5.290 -0.504 0.006 0.011 -0.002
H -1.739 -6.793 -0.601 0.007 0.006 0.000
H -1.607 -4.477 -2.611 -0.003 -0.003 0.009
H -0.731 -6.007 -2.774 0.006 0.002 0.005
H 0.982 -5.545 0.943 -0.009 -0.004 0.006
H -0.431 -6.127 1.825 -0.010 0.010 0.006
H 1.461 -3.894 2.733 -0.013 0.024 0.006
H 1.394 -5.528 3.413 0.006 -0.008 -0.010
H 0.025 -4.431 3.629 -0.017 0.020 0.013
O 3.478 1.340 -3.027 0.046 0.035 0.051
C 2.382 0.820 -2.884 0.085 -0.152 -0.122
O 2.196 -0.164 -2.064 -0.260 0.043 0.163
C 1.241 1.324 -3.756 0.039 0.042 -0.050
C 1.626 2.227 -4.730 -0.068 0.024 0.026
C 0.713 2.771 -5.620 0.024 0.107 0.096
C -0.629 2.449 -5.544 -0.052 0.015 0.106
C -1.031 1.587 -4.555 0.044 0.178 -0.050
C -0.133 0.939 -3.648 0.015 -0.019 -0.101
O -0.610 0.070 -2.845 -0.019 0.065 0.235
N -2.472 1.361 -4.445 -0.038 -0.473 -0.032
O -2.964 1.272 -3.340 0.010 0.185 -0.020
O -3.102 1.265 -5.488 -0.003 0.130 0.030
N 1.161 3.697 -6.646 0.118 -0.561 -0.470
O 2.354 3.929 -6.731 -0.028 0.209 0.165
O 0.329 4.127 -7.431 -0.051 0.205 0.158
H 2.671 2.495 -4.777 -0.001 0.010 -0.016
H -1.348 2.879 -6.224 -0.011 0.000 -0.003
F -2.083 6.784 0.253 0.048 -0.015 -0.015
C -0.826 6.441 -0.108 -0.022 0.064 0.015
F -0.640 6.886 -1.358 -0.001 -0.010 0.022
F 0.000 7.152 0.692 -0.027 -0.022 -0.027
C -0.593 4.966 0.028 0.021 -0.028 -0.022
C -0.101 4.218 -1.026 -0.025 0.025 0.031
C 0.104 2.854 -0.854 0.029 -0.038 0.005
C -0.166 2.238 0.359 -0.017 0.024 -0.034
C -0.649 3.012 1.417 0.000 -0.032 0.010
C -0.867 4.365 1.254 -0.004 0.020 -0.010
P 0.198 0.442 0.512 -0.045 0.354 0.302
C -1.120 -0.113 1.637 -0.071 -0.001 -0.055
C -0.892 -1.156 2.532 0.042 0.006 0.039
C -1.939 -1.717 3.240 -0.025 -0.016 0.002
C -3.233 -1.253 3.047 0.032 0.003 -0.006
C -3.481 -0.237 2.136 0.010 0.000 0.022
C -2.428 0.324 1.433 0.014 -0.022 -0.010
C -4.350 -1.899 3.806 -0.027 -0.028 0.025
F -4.068 -2.005 5.124 -0.008 0.002 -0.035
F -4.596 -3.156 3.375 0.006 0.037 0.013
F -5.506 -1.221 3.708 0.015 -0.016 0.002
C 1.672 0.559 1.599 0.059 -0.084 -0.040
C 1.605 0.861 2.958 -0.004 0.004 -0.020
C 2.761 1.001 3.707 0.013 -0.025 -0.005
C 3.996 0.837 3.094 -0.027 0.014 -0.016
C 4.077 0.539 1.742 0.013 0.004 0.018
C 2.918 0.393 0.996 -0.017 -0.002 0.001
C 5.257 1.027 3.882 0.055 0.006 0.044
F 5.065 0.864 5.207 0.008 0.005 -0.035
F 6.222 0.160 3.518 -0.029 0.023 0.006
F 5.774 2.264 3.720 -0.022 -0.039 0.006
H 0.117 4.682 -1.978 -0.003 0.006 0.000
H 0.486 2.269 -1.677 -0.019 0.028 0.048
H -0.862 2.552 2.373 -0.020 0.003 0.000
H -1.250 4.960 2.073 0.004 0.001 0.003
H 0.111 -1.542 2.668 0.018 -0.010 -0.008
H -1.754 -2.523 3.938 0.007 -0.019 0.006
H -4.492 0.111 1.971 0.000 -0.002 -0.007
H -2.633 1.095 0.702 0.005 0.021 -0.006
H 0.644 0.980 3.444 -0.006 0.005 0.001
H 2.702 1.228 4.762 0.011 0.004 0.003
H 5.041 0.412 1.267 0.003 0.002 0.004
H 2.981 0.153 -0.061 -0.008 0.022 0.013
```
Positions in Å, forces in eV/Å.

***

Looking at relative energy (zero: lowest compared OMol25 entry of this formula, charge and spin) for the records above, in order, we have 2.309, 1.880, 0.684, 4.569, 0.247, 3.473, 1.824, 0.047 eV.